(1)
The following is a quantum chemistry calculation of a 2-piece molecular cluster, C2H7N2O overall at a distorted geometry, from the OMol25 dataset.

```
12
Properties=species:S:1:pos:R:3:forces:R:3:lowdin_charge:R:1
C 1.61026 1.07779 0.51151 0.85 -0.11 0.58 -0.23
O 1.70276 0.36307 -0.69629 -0.01 -0.24 0.37 -0.17
H 1.22121 0.58722 1.42057 -0.61 -0.43 -0.80 0.06
H 1.06834 2.00758 0.36157 -0.02 0.31 0.18 0.06
H 2.64069 1.25018 0.84213 0.10 0.62 -0.32 0.06
N -2.18689 -0.49424 -0.95350 1.03 -2.08 0.59 -0.09
C -1.02274 -1.23644 -0.51899 0.17 1.52 -0.51 -0.52
N -0.91962 -1.22229 0.77587 -0.15 -0.68 0.03 -0.13
H -2.05551 0.11502 -1.72933 -0.50 0.27 -0.11 0.00
H -2.87925 -0.45969 -0.21881 -0.29 1.10 -0.11 0.01
H 0.91680 -0.20480 -0.78924 -0.44 -0.28 -0.05 -0.01
H -0.09606 -1.78342 0.99453 -0.12 -0.01 0.16 -0.05
```
Positions in Å, forces in eV/Å.

As for the spin multiplicity: 1. The calculation puts the lowest unoccupied orbital energy at 4.26 eV. Its orbital gap is 6.2209 eV. As for the net charge: -1. The HOMO energy is -1.96 eV. The calculated total energy comes out at -265.0972 Ha.

=====

(2)
The following is a quantum chemistry calculation of C59H52NP2PtSSbSi as an isolated structure at a distorted geometry, from the OMol25 dataset.

```
118
Properties=species:S:1:pos:R:3:forces:R:3:lowdin_charge:R:1
Pt -0.82341 -0.38062 1.10158 0.14 -0.74 0.13 0.38
C -3.84975 -0.42421 3.44860 0.58 -0.35 -0.66 -0.18
Si -2.92210 -1.14100 1.93119 -0.30 -0.21 0.07 0.55
C -2.63850 -3.02936 2.17252 0.20 0.78 -0.03 -0.26
C -3.58531 -3.84585 2.77977 -0.12 -0.14 0.05 -0.09
C -3.36874 -5.20145 2.94532 -0.07 -0.05 0.05 -0.07
C -2.17711 -5.77043 2.52448 0.08 -0.10 -0.04 -0.07
C -1.21946 -4.97969 1.92158 -0.03 -0.03 -0.02 -0.09
C -1.44688 -3.61727 1.74697 0.09 -0.07 0.03 -0.37
P -0.15942 -2.65203 0.88666 -0.59 0.34 0.33 0.92
C 1.38414 -3.06326 1.72603 0.07 0.23 -0.01 -0.40
C 2.59015 -2.77464 1.08520 -0.19 -0.06 0.01 -0.13
C 3.79089 -2.97977 1.73705 0.10 0.01 -0.01 -0.07
C 3.79722 -3.42761 3.04899 -0.01 -0.04 0.01 -0.07
C 2.60098 -3.67121 3.70484 0.16 -0.03 0.14 -0.07
C 1.39735 -3.48330 3.05429 -0.19 -0.08 -0.19 -0.13
C -0.12850 -3.53439 -0.70051 0.13 0.19 -0.17 -0.34
C -1.23774 -3.34219 -1.52450 0.09 0.14 0.14 -0.10
C -1.33073 -4.00287 -2.73332 -0.09 -0.04 -0.13 -0.09
C -0.30872 -4.84823 -3.14247 0.03 -0.01 -0.02 -0.08
C 0.80009 -5.03052 -2.33364 0.02 -0.12 -0.14 -0.07
C 0.89179 -4.38523 -1.11330 -0.08 0.11 0.16 -0.07
C -4.15295 -1.01118 0.46031 0.52 0.11 0.40 -0.28
C -5.41108 -1.59063 0.52900 -0.11 -0.03 0.01 -0.09
C -6.35045 -1.39806 -0.46842 -0.10 -0.07 -0.04 -0.08
C -6.03271 -0.62404 -1.57184 -0.07 -0.04 -0.05 -0.08
C -4.77439 -0.05923 -1.67526 0.09 0.04 -0.12 -0.09
C -3.83717 -0.24489 -0.66372 0.03 -0.21 -0.19 -0.38
P -2.22818 0.61909 -0.68953 -0.27 0.10 0.75 0.98
C -2.15738 1.25587 -2.39994 0.55 -0.16 0.03 -0.36
C -1.93820 0.32545 -3.41850 -0.19 0.16 0.16 -0.12
C -1.70783 0.74866 -4.71210 -0.04 -0.01 -0.17 -0.08
C -1.67003 2.10444 -5.00530 -0.01 -0.01 0.01 -0.07
C -1.89069 3.03208 -4.00062 -0.01 0.15 -0.18 -0.08
C -2.12900 2.61492 -2.70347 -0.19 -0.19 0.27 -0.10
C -2.65522 2.05188 0.35482 0.20 0.00 -0.02 -0.38
C -1.71876 2.41652 1.31983 0.08 0.01 -0.29 -0.15
C -1.99137 3.41824 2.22811 -0.07 0.18 0.15 -0.08
C -3.21820 4.05910 2.18263 0.13 0.02 0.02 -0.06
C -4.16275 3.69328 1.23732 -0.19 0.01 -0.06 -0.07
C -3.89225 2.68571 0.32671 0.09 0.06 -0.05 -0.08
H -4.81495 -0.90203 3.57462 -0.28 -0.17 -0.03 0.02
H -4.00911 0.64019 3.31508 0.00 0.23 -0.08 0.02
H -3.27433 -0.55491 4.35700 0.17 -0.03 0.17 0.02
H -4.51064 -3.41467 3.13113 -0.15 0.05 0.08 0.09
H -4.12475 -5.82177 3.40432 -0.07 -0.03 0.08 0.10
H -1.99392 -6.82547 2.66591 -0.01 -0.09 0.01 0.10
H -0.28530 -5.41457 1.59108 0.04 -0.09 -0.03 0.11
H 2.57290 -2.39478 0.07047 0.04 -0.01 -0.06 0.09
H 4.72108 -2.78064 1.22602 0.07 0.05 0.01 0.09
H 4.73517 -3.57331 3.56349 0.08 -0.02 0.04 0.11
H 2.60311 -4.00245 4.73379 0.01 0.01 0.05 0.11
H 0.46458 -3.65203 3.57570 0.03 -0.01 0.01 0.10
H -2.02186 -2.66500 -1.20044 -0.11 -0.02 -0.03 0.10
H -2.19852 -3.86035 -3.36253 -0.06 0.02 -0.02 0.11
H -0.37537 -5.36420 -4.08953 -0.02 -0.02 -0.06 0.10
H 1.60065 -5.68443 -2.65006 0.03 -0.05 -0.02 0.11
H 1.75391 -4.55369 -0.48473 0.02 -0.01 0.02 0.10
H -5.66224 -2.20106 1.38291 -0.12 -0.09 0.15 0.09
H -7.32919 -1.84877 -0.38598 -0.07 -0.04 0.00 0.10
H -6.76258 -0.46143 -2.35218 -0.04 0.00 -0.06 0.10
H -4.52198 0.53447 -2.54316 -0.04 0.03 -0.04 0.10
H -1.96341 -0.73109 -3.18347 0.06 -0.09 -0.03 0.10
H -1.54872 0.02726 -5.50062 0.04 -0.09 -0.02 0.11
H -1.46869 2.43458 -6.01579 -0.01 0.01 -0.01 0.10
H -1.87225 4.08872 -4.23401 0.00 0.03 0.03 0.11
H -2.30567 3.33538 -1.91566 0.06 0.06 -0.01 0.10
H -0.74811 1.90605 1.34313 -0.17 0.32 0.08 0.02
H -1.26938 3.68309 2.98162 0.10 -0.03 0.06 0.09
H -3.43298 4.83969 2.89725 -0.07 0.06 0.05 0.11
H -5.12669 4.18090 1.22066 -0.08 0.05 -0.01 0.10
H -4.64081 2.38399 -0.39251 -0.07 -0.01 -0.04 0.11
S 0.45328 -0.40836 3.37771 0.19 -0.59 -0.94 0.54
C -0.57285 0.71064 4.01068 -0.22 0.45 0.65 -0.92
N -1.25003 1.49623 4.52106 -0.30 0.32 0.15 0.08
C 4.69736 3.43989 1.22744 0.01 0.06 0.01 -0.05
C 5.15362 2.06268 0.85465 0.15 0.13 0.02 -0.29
C 6.51803 1.79476 0.94107 0.04 0.02 0.08 -0.05
C 7.04652 0.56226 0.61420 0.04 -0.08 -0.08 -0.08
C 6.20447 -0.42396 0.13021 0.09 -0.08 0.01 -0.10
C 4.85025 -0.16518 0.03681 -0.10 -0.14 -0.10 -0.17
C 4.30097 1.05105 0.41761 -0.55 0.04 0.09 -0.31
Sb 2.10154 0.96494 0.38428 0.24 0.33 -0.39 1.54
C 1.55815 3.04119 0.80360 0.02 -0.61 -0.12 -0.36
C 1.68738 3.35516 2.15318 -0.01 -0.12 0.00 -0.18
C 1.40929 4.62704 2.62088 -0.02 0.05 0.08 -0.09
C 0.99181 5.60321 1.73040 0.02 0.00 0.04 -0.08
C 0.79469 5.27189 0.40316 0.01 0.02 -0.09 -0.05
C 1.04480 3.98972 -0.07446 0.03 0.04 -0.10 -0.30
C 0.74151 3.67076 -1.50684 0.02 -0.06 -0.03 -0.04
C 1.97446 0.56525 -1.75438 0.06 0.17 0.60 -0.33
C 1.05118 -0.42623 -2.05844 -0.22 -0.27 0.26 -0.19
C 0.95113 -0.96903 -3.32361 0.12 -0.17 -0.17 -0.10
C 1.79365 -0.50946 -4.31857 -0.05 -0.07 -0.05 -0.08
C 2.71238 0.47967 -4.02666 0.10 0.08 -0.06 -0.05
C 2.82698 1.02765 -2.75275 0.05 0.10 -0.16 -0.30
C 3.87098 2.07843 -2.52528 0.06 0.02 -0.06 -0.06
H 5.52716 4.14130 1.16884 0.05 0.03 0.01 0.08
H 4.32041 3.45095 2.24881 -0.06 0.10 0.05 0.08
H 3.89986 3.79177 0.57873 0.00 0.06 0.00 0.06
H 7.17542 2.57986 1.29046 0.05 0.06 0.01 0.11
H 8.10600 0.37955 0.72093 0.08 -0.01 -0.02 0.10
H 6.59513 -1.39035 -0.15599 0.04 -0.06 -0.07 0.10
H 4.19588 -0.92647 -0.36601 -0.03 -0.18 -0.02 0.07
H 2.02399 2.58858 2.84217 -0.02 -0.01 0.15 0.09
H 1.50533 4.85476 3.67180 0.06 0.00 0.11 0.11
H 0.80272 6.61216 2.06993 -0.05 0.03 0.04 0.10
H 0.43894 6.01662 -0.29465 -0.09 0.12 -0.03 0.11
H 0.02534 4.38417 -1.90989 -0.02 0.01 -0.05 0.08
H 0.32576 2.66743 -1.60609 -0.01 0.08 -0.05 0.06
H 1.63653 3.71153 -2.12532 0.09 -0.01 -0.09 0.08
H 0.38178 -0.78893 -1.27834 0.18 0.03 -0.18 0.00
H 0.24403 -1.76132 -3.52208 -0.09 -0.06 -0.01 0.09
H 1.73699 -0.91797 -5.31788 0.01 -0.03 -0.07 0.10
H 3.37527 0.83500 -4.80305 0.07 0.06 -0.11 0.11
H 3.94941 2.72576 -3.39834 0.01 0.07 -0.01 0.08
H 4.84416 1.61083 -2.37047 0.08 0.05 0.07 0.09
H 3.65080 2.68482 -1.65042 0.03 0.08 0.04 0.05
```
Positions in Å, forces in eV/Å.

As for the spin multiplicity: 3. The calculation puts the lowest unoccupied orbital energy (alpha / beta) at 0.37 / -0.95 eV. Its orbital gap (alpha / beta) is 6.0317 / 6.5709 eV. As for the net charge: 0. The HOMO energy (alpha / beta) is -5.66 / -7.52 eV. The calculated total energy comes out at -4064.2292 Ha.

=====

(3)
The following is a quantum chemistry calculation of CH8Mn2O7 as an isolated structure at a distorted geometry, from the OMol25 dataset.

```
18
Properties=species:S:1:pos:R:3:forces:R:3:lowdin_charge:R:1
Mn 23.80950 14.76321 7.03797 -0.30 -1.24 1.13 1.41
Mn 27.40050 13.10802 8.39052 -1.22 0.48 1.14 1.55
C 25.05126 13.72753 9.06119 -2.74 -1.05 1.20 -0.85
O 25.86101 13.16470 9.85917 0.39 -0.70 -0.21 -0.05
O 25.59030 14.16610 8.00271 3.43 1.62 -4.38 -0.19
O 23.78274 13.84106 9.02776 0.76 0.46 0.60 -0.02
O 22.76661 11.48728 10.17355 0.28 0.16 -0.34 -0.05
H 22.97033 11.60195 11.11265 -0.04 -0.27 -0.05 0.03
H 22.96909 12.33757 9.76223 -0.34 -0.19 0.49 -0.03
O 25.74941 14.51427 12.27938 -0.12 0.00 -0.45 -0.04
H 26.70020 14.63575 12.37965 -0.09 0.00 0.18 0.05
H 25.62856 14.09386 11.41403 0.22 0.20 0.82 -0.03
O 24.78130 11.28016 12.65196 -0.34 0.11 -0.15 -0.04
H 25.11713 11.72673 11.87060 0.10 0.06 0.07 -0.01
H 24.36720 11.97979 13.17427 0.23 -0.05 0.12 0.05
O 23.47290 12.75197 6.36078 0.30 0.09 -0.46 -0.03
H 23.63548 11.97827 6.92790 -0.35 0.20 0.19 0.11
H 23.42102 12.39674 5.45663 -0.19 0.14 0.09 0.12
```
Positions in Å, forces in eV/Å.

As for the spin multiplicity: 11. The calculation puts the lowest unoccupied orbital energy (alpha / beta) at -10.87 / -10.94 eV. Its orbital gap (alpha / beta) is 5.0388 / 4.9664 eV. As for the net charge: +2. The HOMO energy (alpha / beta) is -15.91 / -15.91 eV. The calculated total energy comes out at -2870.9141 Ha.